No. 1
C20H26N2O3 | the ωB97M-V functional and the def2-TZVPD basis

CARTESIAN COORDINATES (ANGSTROEM)
1 C -5.5778 -2.3257 1.2991
2 C -5.2726 -1.9742 -0.1506
3 H -5.9597 -1.1959 -0.5000
4 H -5.3496 -2.8540 -0.7943
5 O -3.9344 -1.5137 -0.3099
6 C -3.7077 -0.2113 -0.0166
7 O -4.5900 0.5385 0.3330
8 C -2.3178 0.1887 -0.1859
9 C -1.2087 -0.5389 -0.5941
10 N -0.1394 0.2988 -0.5954
11 C -0.5275 1.5550 -0.1838
12 C -1.8733 1.5131 0.0623
13 H -2.4911 2.3139 0.4137
14 C 0.3849 2.6812 -0.0279
15 C 0.0148 3.9384 -0.5042
16 C 0.8554 5.0235 -0.3453
17 C 2.0771 4.8714 0.2904
18 C 2.4454 3.6305 0.7827
19 C 1.6064 2.5416 0.6313
20 H 1.8766 1.5878 1.0594
21 H 3.3880 3.5118 1.2976
22 H 2.7347 5.7198 0.4110
23 H 0.5588 5.9924 -0.7200
24 H -0.9358 4.0518 -1.0036
25 C 1.1601 -0.0677 -1.0803
26 H 1.0592 -0.5964 -2.0341
27 H 1.7415 0.8457 -1.2427
28 C 1.9259 -0.9393 -0.0661
29 O 1.7546 -0.8296 1.1271
30 N 2.7888 -1.7946 -0.6466
31 H 2.8810 -1.7823 -1.6495
32 C 3.6897 -2.7025 0.0736
33 C 2.8575 -3.6632 0.9259
34 H 2.2689 -3.1017 1.6454
35 H 3.5097 -4.3458 1.4629
36 H 2.1851 -4.2434 0.2973
37 C 4.6339 -1.8850 0.9581
38 H 5.3174 -2.5446 1.4848
39 H 4.0588 -1.3218 1.6871
40 H 5.2130 -1.1893 0.3543
41 C 4.4827 -3.4774 -0.9773
42 H 5.1607 -4.1726 -0.4904
43 H 5.0726 -2.8000 -1.5921
44 H 3.8144 -4.0468 -1.6205
45 C -1.0670 -1.9643 -0.9882
46 H -1.9999 -2.4842 -0.8031
47 H -0.2727 -2.4382 -0.4110
48 H -0.8233 -2.0557 -2.0488
49 H -5.5082 -1.4325 1.9147
50 H -4.8681 -3.0637 1.6659
51 H -6.5839 -2.7291 1.3738

The HOMO energy comes out at -7.78 eV. The SMILES is CCOC(=O)c1cc(-c2ccccc2)n(CC(=O)NC(C)(C)C)c1C. The frontier orbital gap comes out at 0.303 Eh. As for the total charge: 0.

No. 2
C20H26N2O3 | the ωB97M-V functional and the def2-TZVPD basis

CARTESIAN COORDINATES (ANGSTROEM)
1 C -6.4801 2.4869 0.3200
2 C -5.3499 1.7268 0.1678
3 C -4.6163 1.3537 1.1577
4 C -3.3661 0.5354 1.0915
5 N -2.5110 0.2962 2.2621
6 C -1.3712 -0.7208 2.1619
7 O -0.7348 -1.0758 3.2461
8 C -1.0361 -1.0434 0.6891
9 C -1.7446 -0.7257 -0.3954
10 C -2.9810 0.0696 -0.1764
11 C -3.7353 0.3610 -1.5166
12 C -4.7401 1.2846 -1.2831
13 H -5.3820 1.6807 -1.8486
14 H -3.5051 0.0466 -2.3759
15 H -1.4753 -1.0302 -1.3348
16 C 0.1999 -2.1350 0.6747
17 N 1.3119 -1.2450 0.3614
18 C 1.6627 -1.3952 -1.0544
19 O 0.8048 -1.8478 -2.0101
20 C 2.9166 -0.7712 -1.6372
21 C 3.4183 -1.1653 -3.0037
22 H 2.6609 -2.1660 -3.3641
23 C 4.6729 -1.9712 -2.7828
24 H 5.5337 -1.4472 -3.0434
25 C 4.7244 -1.7772 -1.3835
26 H 4.1064 -2.8487 -0.8263
27 H 5.7446 -1.8988 -0.5393
28 O 3.9523 -0.8083 -0.8897
29 H 4.8698 -2.9932 -3.1007
30 H 3.3897 -0.5190 -3.6787
31 H 2.7015 0.4599 -1.8089
32 C 2.0582 -0.3553 1.2053
33 H 2.9696 -0.8665 1.3187
34 H 1.4998 -0.6099 2.2547
35 C 2.1140 1.0501 1.0600
36 C 2.4264 1.6295 2.1357
37 H 2.6387 2.9370 2.1426
38 H 1.7387 1.2489 3.1481
39 H 3.4878 1.2597 2.5772
40 C 0.7842 1.4892 0.4459
41 H 0.7322 2.5918 0.5251
42 H 0.4381 0.8959 -0.3899
43 H 0.0747 1.4321 1.3668
44 H 2.8948 1.2553 0.3715
45 H 0.0838 -2.7587 -0.2150
46 H 0.2476 -2.3848 1.6855
47 H -2.8915 0.4406 3.1801
48 H -4.8151 1.6648 2.3866
49 H -6.6191 2.8765 1.2257
50 H -6.1829 3.3884 -0.3367
51 H -7.3215 2.0987 -0.1671

The HOMO energy comes out at -8.01 eV. The frontier orbital gap comes out at 0.305 Eh. As for the total charge: 0.

No. 3
C20H26N2O7P2Ti | the ωB97M-V functional and the def2-TZVPD basis

CARTESIAN COORDINATES (ANGSTROEM)
1 Ti 0.3156 -0.0537 0.2200
2 C 1.2917 -3.8225 0.5096
3 C 0.1831 -3.8490 -0.5045
4 C 0.1319 -4.8180 -1.5007
5 C -0.8834 -4.8175 -2.4431
6 C -1.8676 -3.8424 -2.4111
7 C -1.8568 -2.8540 -1.4348
8 C -2.8977 -1.7709 -1.4052
9 C -0.8315 -2.8979 -0.4951
10 N -0.7902 -1.8495 0.4957
11 C -1.4012 -1.9681 1.6035
12 C -2.1754 -3.1523 2.0546
13 C -1.3054 -0.7370 2.5266
14 C -1.9933 -0.7398 3.8402
15 N -0.6339 0.2281 2.0494
16 C -0.4314 1.4662 2.7704
17 C 0.5941 1.5448 3.7072
18 C 1.4851 0.3706 4.0050
19 C 0.7848 2.7725 4.3329
20 C -0.0156 3.8602 4.0251
21 C -1.0154 3.7479 3.0714
22 C -1.2342 2.5465 2.4103
23 C -2.2981 2.4079 1.3590
24 H 1.9024 -4.7190 0.4279
25 H 0.9129 -3.7754 1.5340
26 H 1.9441 -2.9582 0.3613
27 H 0.9028 -5.5772 -1.5336
28 H -0.9048 -5.5784 -3.2113
29 H -2.6517 -3.8373 -3.1573
30 H -3.5487 -1.8454 -2.2734
31 H -2.4440 -0.7750 -1.4264
32 H -3.5323 -1.8281 -0.5162
33 H -2.0770 -3.9760 1.3535
34 H -3.2315 -2.8852 2.1489
35 H -1.8410 -3.4658 3.0453
36 H -3.0493 -0.9850 3.7094
37 H -1.8963 0.2231 4.3330
38 H -1.5666 -1.5182 4.4777
39 H 1.8574 -0.1038 3.0928
40 H 0.9668 -0.3891 4.5964
41 H 2.3506 0.6923 4.5796
42 H 1.5838 2.8740 5.0558
43 H 0.1501 4.8067 4.5212
44 H -1.6328 4.6030 2.8281
45 H -2.8771 3.3253 1.2775
46 H -2.9974 1.5967 1.5797
47 H -1.8557 2.2216 0.3753
48 O 1.1484 1.7345 -3.2296
49 P 1.2747 1.0125 -1.8562
50 O 0.6251 1.7223 -0.6542
51 O 0.6128 -0.3540 -1.8363
52 O 2.8285 0.9060 -1.5583
53 P 3.3748 0.4925 -0.0497
54 O 4.4247 -0.6284 -0.4056
55 O 3.8780 1.6422 0.6823
56 O 2.1711 -0.3033 0.5589
57 H 1.7789 2.4453 -3.4082
58 H 5.3314 -0.3271 -0.2619

The multiplicity is 2. The HOMO energy (spin up / spin down) comes out at -11.76 / -11.96 eV. The frontier orbital gap (spin up / spin down) comes out at 0.261 / 0.270 Eh. As for the total charge: +1. As for the expectation value of S²: 0.75.

No. 4
C20H26N4O2S | the ωB97M-V functional and the def2-TZVPD basis

CARTESIAN COORDINATES (ANGSTROEM)
1 C 2.8654 2.7799 1.5395
2 H 3.0232 3.3270 2.4656
3 H 1.7979 2.6637 1.3748
4 H 3.3121 1.7936 1.6379
5 C 3.4757 3.5437 0.3690
6 N 3.2662 2.8329 -0.8804
7 C 4.2496 1.8051 -1.1570
8 H 4.6640 1.4710 -0.2044
9 H 5.0862 2.1899 -1.7670
10 C 3.6145 0.6030 -1.8521
11 H 2.7777 0.2424 -1.2600
12 H 4.3436 -0.1968 -1.9572
13 H 3.2499 0.8641 -2.8430
14 C 2.9415 3.6825 -2.0043
15 H 3.4861 4.6411 -1.9828
16 H 3.2140 3.1676 -2.9294
17 C 1.4306 3.9649 -2.0306
18 N 0.6877 2.7341 -2.1137
19 C 0.0788 2.1953 -1.0289
20 O -0.1272 2.8102 0.0020
21 C -0.3821 0.8074 -1.1892
22 C -1.0430 0.0923 -0.2359
23 C -1.3512 -1.2238 -0.6541
24 C -0.8830 -1.4577 -1.9558
25 N -1.1885 -2.7175 -2.3026
26 N -1.8313 -3.3216 -1.2955
27 C -1.9508 -2.4621 -0.2892
28 C -2.6113 -2.8452 0.9455
29 C -2.9950 -4.1754 1.1381
30 C -3.6211 -4.5452 2.3078
31 C -3.8803 -3.6168 3.3060
32 C -3.5053 -2.2910 3.1219
33 C -2.8721 -1.9129 1.9396
34 H -2.6020 -0.8774 1.8214
35 O -3.7082 -1.2892 4.0240
36 C -4.3398 -1.5979 5.2413
37 H -4.3916 -0.6601 5.7923
38 H -5.3538 -1.9804 5.0839
39 H -3.7629 -2.3258 5.8216
40 H -4.3714 -3.9381 4.2110
41 H -3.9177 -5.5731 2.4582
42 H -2.7912 -4.8923 0.3598
43 C -0.9175 -3.4014 -3.5317
44 H 0.1582 -3.4463 -3.7142
45 H -1.3171 -4.4089 -3.4419
46 H -1.3972 -2.8884 -4.3679
47 S -0.0916 -0.1152 -2.6716
48 H -1.2763 0.5278 0.7180
49 H 0.9250 2.1219 -2.8798
50 H 1.1166 4.4510 -1.1052
51 H 1.1828 4.6059 -2.8826
52 H 2.9838 4.5157 0.2993
53 H 4.5492 3.7259 0.5495

The HOMO energy comes out at -8.02 eV. The SMILES is CCN(CC)CCNC(=O)c1cc2c(-c3cccc(OC)c3)nn(C)c2s1. The frontier orbital gap comes out at 0.312 Eh. As for the total charge: 0.

No. 5
C20H26N4O3S | the ωB97M-V functional and the def2-TZVPD basis

CARTESIAN COORDINATES (ANGSTROEM)
1 C -1.4014 -2.8925 -2.3315
2 H -0.4145 -3.2947 -2.3770
3 C -1.4106 -1.8416 -3.6271
4 C -2.7247 -1.2490 -3.7675
5 C -3.0853 -0.1767 -2.6584
6 N -2.5687 0.9554 -2.5960
7 C -3.3074 2.0929 -2.7018
8 O -4.3608 2.1119 -3.1164
9 C -2.2824 3.2849 -3.0017
10 H -1.3744 3.1209 -3.2779
11 H -2.8397 3.8018 -3.7645
12 C -2.2609 3.8996 -1.6498
13 C -1.5928 3.3740 -0.4755
14 H -2.0088 3.5630 0.4374
15 H -2.0009 2.2097 -0.5764
16 C -0.2399 3.1053 -0.5227
17 N 0.3532 2.1417 0.1475
18 C 0.6480 2.1430 1.4810
19 S 0.4374 3.5261 2.0594
20 N 1.0927 0.9765 2.0994
21 C 1.4530 -0.1533 1.3897
22 C 0.9579 -0.4377 0.1771
23 N 1.2125 -1.6527 -0.3741
24 C 1.6367 -2.3705 0.8274
25 C 2.2845 -3.6884 0.5709
26 C 2.5317 -4.0382 1.9532
27 C 2.6879 -3.0866 3.2494
28 C 2.2368 -2.0121 2.9449
29 C 1.7828 -1.4514 1.9881
30 H 2.2663 -1.2528 3.9985
31 O 3.0893 -3.7300 4.2792
32 C 3.6027 -4.9715 4.5018
33 H 3.7306 -5.1025 5.5596
34 H 2.7160 -5.5967 4.4129
35 H 4.3649 -5.2130 3.9652
36 H 2.7730 -5.2485 1.9759
37 H 2.2008 -4.2043 -0.1732
38 H 0.8938 -1.9495 -1.1332
39 C 0.5060 0.7825 -0.6996
40 O 0.1801 0.5990 -1.8272
41 H 1.2406 1.2547 3.1082
42 H -0.0415 2.8442 -1.5235
43 H 0.3105 4.0240 -0.1620
44 H -3.3761 4.2867 -1.1911
45 H -1.7702 4.8855 -1.7002
46 H -1.6366 1.0839 -2.6756
47 H -3.1457 -0.6778 -1.6236
48 H -4.3697 0.0187 -2.7712
49 H -3.3772 -2.1832 -3.9577
50 H -2.6991 -0.9080 -4.6163
51 H -0.9409 -2.3467 -4.4549
52 H -0.6272 -1.0569 -3.2874
53 H -2.0906 -3.6019 -2.7471
54 H -1.6237 -2.3698 -1.3208

The HOMO energy comes out at -8.08 eV. The frontier orbital gap comes out at 0.304 Eh. As for the total charge: 0.

No. 6
C20H26N5S2Sn | the ωB97M-V functional and the def2-TZVPD basis

CARTESIAN COORDINATES (ANGSTROEM)
1 Sn -0.2180 -0.6355 0.2203
2 C -1.5756 -0.5431 3.9686
3 C -1.3137 -1.7719 3.1948
4 C -0.0898 -2.4909 3.3697
5 C 0.0488 -3.7432 2.8472
6 C -1.0006 -4.3151 2.0864
7 C -2.1814 -3.6021 1.8340
8 C -2.3438 -2.3542 2.3736
9 H -0.6798 0.0636 4.1047
10 H -1.8883 -0.8476 4.9800
11 H -2.3904 0.0480 3.5542
12 H 0.6786 -2.0688 4.0059
13 H 0.9409 -4.3223 3.0477
14 H -0.8989 -5.3264 1.7122
15 H -2.9781 -4.0583 1.2616
16 H -3.2864 -1.8320 2.2638
17 S 0.5417 -1.5277 -2.1622
18 C 1.9291 -2.1686 -1.4157
19 C 2.9507 -2.7824 -2.1631
20 C 4.0715 -3.2439 -1.4869
21 C 4.1312 -3.0872 -0.1141
22 C 3.0575 -2.4732 0.5605
23 N 1.9881 -2.0271 -0.0628
24 H 2.8562 -2.8762 -3.2368
25 H 4.8812 -3.7190 -2.0249
26 H 4.9847 -3.4407 0.4488
27 H 3.0750 -2.3591 1.6387
28 N 3.6907 4.2593 -0.6823
29 C 2.8580 3.2414 -0.4840
30 C 1.5864 3.1880 -1.1030
31 C 0.7710 2.1204 -0.8797
32 N 1.1115 1.0824 -0.0776
33 C 2.3197 1.1343 0.5342
34 C 3.1995 2.1588 0.3639
35 H 3.4435 5.0359 -1.2740
36 H 4.5926 4.2943 -0.2349
37 H 1.2588 3.9905 -1.7500
38 H -0.2007 2.0599 -1.3536
39 H 2.5631 0.3164 1.2006
40 H 4.1480 2.1484 0.8837
41 C -3.6053 4.0920 -1.0679
42 N -3.0897 2.7674 -0.7219
43 C -2.9806 1.7588 -1.5787
44 S -2.4226 0.2006 -1.0118
45 N -3.3579 1.9258 -2.8311
46 C -3.3193 0.9449 -3.9184
47 H -3.4952 4.7409 -0.2053
48 H -4.6639 4.0507 -1.3319
49 H -3.0367 4.5219 -1.8932
50 H -2.9162 2.5603 0.2469
51 H -3.8136 2.7995 -3.0576
52 H -2.6693 0.1203 -3.6491
53 H -2.9428 1.4291 -4.8158
54 H -4.3192 0.5625 -4.1140

The HOMO energy (spin up / spin down) comes out at -16.86 / -16.86 eV. The frontier orbital gap (spin up / spin down) comes out at 0.176 / 0.191 Eh. As for the total charge: +3.

No. 7
C20H27AsF6N5O2S2SbZn | the ωB97M-V functional and the def2-TZVPD basis

CARTESIAN COORDINATES (ANGSTROEM)
1 Zn 0.8097 -0.7167 -0.6230
2 O 1.0468 -1.2989 3.2921
3 C 0.9153 -1.3700 2.0819
4 O 1.5504 -0.6833 1.2021
5 C -0.1424 -2.3205 1.5316
6 C -0.7836 -3.2380 2.3442
7 C -1.7578 -4.0472 1.7835
8 C -2.0735 -3.8987 0.4397
9 C -1.3919 -2.9525 -0.3018
10 N -0.4383 -2.1897 0.2355
11 H -0.5033 -3.2931 3.3859
12 H -2.2699 -4.7855 2.3860
13 H -2.8329 -4.5067 -0.0305
14 H -1.6015 -2.7967 -1.3529
15 F 2.7031 -1.5310 -1.3467
16 Sb 3.8117 -0.0623 -1.9676
17 F 5.1980 -1.2216 -2.3997
18 F 2.9913 -0.2393 -3.6519
19 F 4.6627 1.5151 -2.4923
20 F 2.2209 0.9787 -1.4620
21 F 4.3657 0.1879 -0.1920
22 S -0.3654 1.6565 0.2296
23 C 0.8834 1.8923 1.4480
24 N 0.6048 1.7728 2.7327
25 C 1.6431 1.7941 3.7729
26 C 2.7958 2.6692 3.3170
27 C 3.2435 2.2265 1.9372
28 N 2.0853 2.2379 1.0359
29 H -0.2820 1.3374 2.9515
30 H 1.9619 0.7655 3.9450
31 H 1.1870 2.1780 4.6842
32 H 3.6223 2.5777 4.0196
33 H 2.4929 3.7184 3.2926
34 H 3.6509 1.2143 1.9539
35 H 3.9935 2.8943 1.5196
36 H 2.2622 2.1535 0.0432
37 C -2.4695 3.6567 2.6938
38 As -3.3766 2.2357 1.7774
39 C -5.0384 1.9247 2.6847
40 C -3.7943 2.8471 0.0081
41 S -2.2579 0.4159 1.7668
42 H -3.0938 4.5492 2.6775
43 H -1.5257 3.8504 2.1886
44 H -2.2863 3.3516 3.7222
45 H -5.6184 2.8463 2.7021
46 H -4.8293 1.5957 3.7003
47 H -5.5865 1.1481 2.1558
48 H -4.4400 3.7220 0.0724
49 H -4.3020 2.0449 -0.5231
50 H -2.8679 3.1048 -0.4999
51 N 0.0356 -0.0447 -4.6344
52 C 0.0771 0.2967 -3.3383
53 N 0.2245 -0.7442 -2.5532
54 C 0.3248 -1.8517 -3.3983
55 C 0.5628 -3.1944 -3.1126
56 C 0.6473 -4.0612 -4.1810
57 C 0.5068 -3.6143 -5.5051
58 C 0.2867 -2.2856 -5.7997
59 C 0.2031 -1.4182 -4.7168
60 H -0.0069 0.6025 -5.4031
61 H 0.0207 1.3181 -2.9988
62 H 0.7120 -3.5386 -2.0978
63 H 0.8440 -5.1090 -4.0002
64 H 0.5888 -4.3289 -6.3123
65 H 0.1998 -1.9381 -6.8199

The multiplicity is 2. The HOMO energy (spin up / spin down) comes out at -11.24 / -11.50 eV. The frontier orbital gap (spin up / spin down) comes out at 0.330 / 0.250 Eh. As for the total charge: +1. As for the expectation value of S²: 0.75.

No. 8
C20H27AsN3O8S3Ti | the ωB97M-V functional and the def2-TZVPD basis

CARTESIAN COORDINATES (ANGSTROEM)
1 Ti -0.9473 0.1978 0.3938
2 O 0.3704 -2.3621 -2.3612
3 As 1.2703 -0.9253 -2.0351
4 O 2.8769 -1.2032 -2.0097
5 O 0.6966 -0.3092 -0.5717
6 C 0.9418 0.4776 -3.3411
7 C 2.0233 0.7102 -4.1866
8 C 1.9982 1.7437 -5.1155
9 C 0.8907 2.5690 -5.1945
10 C -0.1880 2.3527 -4.3464
11 C -0.1608 1.3177 -3.4282
12 S -1.6009 1.0745 -2.3923
13 O -1.6817 -0.3547 -2.2096
14 O -2.6875 1.7730 -3.0151
15 O -1.2130 1.6844 -1.0703
16 H -0.3553 -2.4071 -1.6830
17 H 2.8970 0.0776 -4.0893
18 H 2.8471 1.9011 -5.7692
19 H 0.8589 3.3785 -5.9128
20 H -1.0731 2.9724 -4.3981
21 N -1.9449 2.0389 1.4441
22 N -2.0037 1.8142 2.8262
23 C -1.6651 0.5222 3.2517
24 O -1.8323 0.1907 4.4129
25 O -1.1417 -0.1974 2.3173
26 H -1.3888 2.8616 1.2445
27 H -2.8721 2.1156 1.0323
28 H -2.7213 2.2832 3.3547
29 C -3.2388 -4.0250 -0.5892
30 C -2.9594 -2.6110 -0.1548
31 S -1.2794 -2.3101 0.2821
32 C -3.8698 -1.6296 -0.1491
33 C -5.2967 -1.7936 -0.5836
34 S -3.4519 -0.0012 0.3490
35 H -2.4972 -4.7024 -0.1652
36 H -3.1824 -4.1250 -1.6776
37 H -4.2251 -4.3667 -0.2697
38 H -5.5823 -2.8401 -0.6960
39 H -5.4569 -1.2927 -1.5424
40 H -5.9738 -1.3275 0.1362
41 C 2.9869 -2.4730 3.1875
42 N 2.8778 -1.2330 2.3951
43 C 3.0781 -1.4904 0.9379
44 C 1.5564 -0.5394 2.6580
45 C 1.6192 0.9026 2.2213
46 C 2.6311 1.6886 2.7795
47 C 2.8354 2.9903 2.3562
48 C 2.0077 3.5009 1.3661
49 C 0.9756 2.7289 0.8528
50 C 0.7189 1.4194 1.2782
51 H 3.9218 -2.9745 2.9468
52 H 2.1462 -3.1137 2.9272
53 H 2.9437 -2.2292 4.2466
54 H 3.6058 -0.5772 2.6805
55 H 2.2718 -2.1330 0.5916
56 H 4.0450 -1.9670 0.7938
57 H 3.0342 -0.5508 0.4001
58 H 1.3571 -0.6484 3.7269
59 H 0.8116 -1.1230 2.1294
60 H 3.2601 1.2904 3.5768
61 H 3.6227 3.5943 2.7900
62 H 2.1619 4.5096 0.9986
63 H 0.3509 3.1550 0.0718

The HOMO energy comes out at -3.55 eV. The frontier orbital gap comes out at 0.205 Eh. As for the total charge: -1.